A 8-piece molecular cluster, C6H28N2O7 overall in a non-equilibrium geometry, computed with ωB97M-V/def2-TZVPD.

```
! wB97M-V def2-TZVPD RIJCOSX def2/J DEFGRID3
* xyz 0 1
C 0.57 0.12 3.23
C 0.34 -0.45 2.00
C 0.17 0.37 0.78
C 1.40 1.12 0.34
N 1.41 2.60 0.59
C 1.79 0.89 -1.14
N 1.40 -0.39 -1.80
C 1.95 -0.30 -3.23
H 0.90 -0.52 4.15
H 0.61 1.17 3.39
H 0.45 -1.50 1.92
H -0.11 -0.40 -0.20
H -0.72 0.97 0.75
H 2.31 0.69 0.95
H 1.01 3.23 -0.17
H 0.81 2.69 1.36
H 1.15 1.72 -1.55
H 2.76 1.19 -1.23
H 2.12 -1.04 -1.36
H 1.31 -0.60 -4.00
H 2.84 -1.00 -3.21
H 2.02 0.77 -3.45
O -0.51 -4.59 0.29
H -0.59 -4.02 0.95
H -0.11 -4.15 -0.39
O -1.26 1.49 -2.12
H -1.16 0.46 -1.86
H -0.97 1.78 -2.86
O -2.53 2.34 0.05
H -2.15 1.70 -0.60
H -2.33 3.31 -0.12
O 3.96 -1.53 1.64
H 4.14 -0.64 1.47
H 3.81 -1.50 2.52
O -4.01 1.10 1.95
H -3.54 1.56 1.27
H -3.48 1.35 2.79
O -3.35 -1.98 0.26
H -4.11 -2.34 -0.06
H -3.50 -0.98 0.54
O -1.67 -1.18 -1.54
H -0.87 -1.81 -1.46
H -2.26 -1.67 -0.83
*
```

- molecular weight (g/mol) = 240.3
- SMILES string = C=CC[C@H](N)CNC.O.O.O.O.O.O.O
- E_tot (eV) = -23984.35297
- HOMO (eV) = -9.194
- ΔE to the lowest compared entry with this formula, charge and spin (kcal/mol) = 112.79
- HOMO-LUMO gap (eV) = 9.6